The following is a quantum chemistry calculation of C45H63Cl4GeN7O4SSi4Sn as an isolated structure, from the OMol25 dataset.

Properties
* E_tot: -8125.0739 hartree
* frontier orbital gap (alpha / beta): 6.6 / 5.3 eV
* HOMO energy (alpha / beta): -10.53 / -10.53 eV
* M: 1243.6 g/mol

ORCA input file:
```
! RIJCOSX wB97M-V def2-TZVPD def2/J DEFGRID3
* xyz 1 2
N 1.00713 -3.86846 -0.24564
N 0.16063 2.08033 0.07110
C 0.62725 -3.10960 6.37826
H -2.41471 5.15719 0.80797
C 1.45793 -3.48775 -1.43829
H -6.30457 4.09875 -1.12006
C 3.39242 -0.75699 1.16455
C -5.26061 0.83264 -1.27567
C -3.17296 -2.39441 2.60921
H 2.48820 -0.23915 -0.80862
C -2.20863 3.87410 -5.72944
O -0.22539 2.57723 -3.39299
C 3.34279 -5.84097 2.07110
H 0.70789 -5.27932 1.22299
H 2.19031 -3.41734 -3.94814
C 5.50378 -3.85228 -3.07822
C 2.29974 2.64306 0.12179
H 1.35562 2.66020 -3.57868
C 0.72679 -1.83121 4.32944
C -5.18389 4.06283 -4.90412
C -0.21440 5.83472 -2.54839
Si -1.80916 5.46785 -1.59367
C 1.77975 -0.98908 6.33246
C 2.95095 -3.93120 -3.36559
H -3.92953 6.71632 -1.17411
C 2.85489 2.88496 -2.36306
H -2.38870 3.77397 -6.80198
N 2.37102 -4.22877 -2.05774
H 6.33669 -3.14691 -3.07130
Cl 3.83861 2.93842 0.75265
H -2.14870 4.93844 -5.49556
H -5.59203 3.95311 -5.91147
C -3.05473 6.87429 -1.80766
H 2.35108 -0.22454 6.84120
C 0.56456 2.25127 -1.18298
C 1.37595 -1.26709 2.02771
H -0.86764 1.25791 2.03914
H 1.92921 3.86766 5.14249
H 1.79364 0.02609 4.45551
H 3.52221 -4.23229 0.64447
Cl -2.05799 -2.37428 -4.33661
H 0.02306 5.04930 -3.26165
C 0.92372 2.40925 2.27064
C 2.76849 -1.19798 2.30976
H 4.46667 -7.65860 1.74790
C 1.31430 3.28359 4.47106
H 0.31163 -3.98915 6.92201
H -6.62247 3.29986 0.41654
H -4.17864 -2.60674 2.93137
C 5.54197 -4.67233 -1.78957
H -2.94793 0.66700 -4.79042
H -2.05428 -2.04005 4.47191
H 2.81875 -4.96175 -1.52892
H -5.94864 3.73208 -4.19947
H 0.33571 -3.26097 0.19990
C -3.86770 1.22860 -4.95209
C 0.33014 -2.96999 5.03630
H 4.08021 -2.34339 -2.46170
H -0.88666 4.35136 0.45840
C 0.36116 -1.66212 2.90376
H 4.83111 -6.38023 0.58714
C 4.21146 -3.06090 -3.27700
H 4.44627 -0.58870 1.01614
H 4.07146 -5.47482 2.79619
H 4.86347 -5.52877 -1.83486
C -0.48768 2.27231 -2.23309
N -1.41794 -2.05217 1.21584
H 1.67555 -5.84476 -0.12731
H -4.22735 1.00894 -5.95944
H -2.91495 1.12191 0.78385
Cl -4.60455 -2.73059 -2.31482
C 2.37683 -0.57208 0.21306
C -0.64256 1.97146 4.04422
H 3.24307 -1.48219 3.23368
C 0.13934 2.70784 4.92302
H -0.16296 2.82641 5.95499
H -0.93402 6.10503 0.66929
H -5.00468 5.12621 -4.73688
H 5.65378 -4.51246 -3.93630
H -2.60987 7.83080 -1.52662
C 1.62973 -2.23195 8.43249
Si -2.55572 -2.58989 -2.36170
H -5.90596 0.35580 -0.53474
C -0.97011 -1.92133 2.52923
N 1.17883 -0.87774 0.70921
N 1.19549 2.34322 0.86409
O 2.33354 2.79702 -3.57732
H 3.18075 -4.88014 -3.85188
H -5.86122 1.01242 -2.16845
Ge -3.04952 3.44514 -2.29449
H -1.24358 3.42579 -5.50349
H 2.54628 -6.33901 2.63141
H -5.40701 4.57323 0.32297
H -4.13898 1.86736 1.82048
C 1.50226 -4.99229 0.53371
Sn -0.79225 -0.72266 -0.54002
C -1.47498 5.24902 0.25978
H 2.61308 3.62581 2.80981
Cl -1.88576 -4.46026 -1.78530
H 2.51477 -3.84837 2.03107
H 0.63647 5.93802 -1.87187
H -2.79993 2.83377 1.19118
S 0.83849 -2.08078 -2.20069
C -2.72464 -2.35220 1.28736
C 2.76488 -4.64024 1.32173
H -4.61172 0.86107 -4.24357
H -1.55906 1.50989 4.38860
C -3.49938 2.03184 0.95113
Si -3.58013 3.07416 -4.71866
H 4.29658 -2.48978 -4.20329
O 4.00924 3.16330 -2.18199
C -0.25478 1.82032 2.72645
H 5.28052 -4.05378 -0.92723
H -0.30927 6.76587 -3.10849
H 6.54300 -5.06807 -1.62103
H -0.20251 -3.75743 4.52124
C -5.83383 3.72188 -0.21025
H -3.30544 -2.52824 0.39187
N 1.84932 -2.33101 9.55576
H -4.47163 0.12650 -1.53669
C 4.02989 -6.85475 1.15676
C 1.71186 3.14570 3.14783
C 1.34297 -2.11055 7.03570
H 3.32670 -7.30995 0.45645
C -2.07284 -2.12076 3.39880
H -3.39736 6.95828 -2.84047
O -1.68512 2.03706 -1.79216
Si -4.50834 2.42583 -0.60372
C 1.93290 2.60627 -1.21884
C 1.47283 -0.85434 4.99236
*
```